No. 1
Density functional theory data (the ωB97M-V functional and the def2-TZVPD basis) for an isolated molecule of C6H11N.

## Properties
HOMO ... -0.3007 Ha
Multiplicity ... 1
E_LUMO ... 0.5 eV
F_max ... 0.046 hartree/bohr
DFT total energy ... -289.870354 Ha
Energy above the lowest of the compared OMol25 structures with the same formula, charge and spin ... 2.757 eV
Net charge ... 0

Last column: natural (NBO) charge in e.
CARTESIAN COORDINATES (ANGSTROEM)
N (-0.710, 1.102, -1.551)  -0.839
C (0.751, 1.083, -1.671)  -0.202
C (-0.816, -0.152, 1.942)  -0.224
C (0.659, -0.743, 0.032)  -0.126
C (0.490, -0.205, 1.254)  -0.262
C (1.483, -0.199, -1.133)  -0.469
C (-1.820, -1.038, 1.909)  -0.383
H (-1.791, -1.896, 1.241)  0.186
H (1.273, 0.201, 1.900)  0.206
H (-2.685, -0.945, 2.549)  0.202
H (1.411, -0.928, -1.939)  0.202
H (0.969, 1.984, -1.107)  0.191
H (1.145, 1.245, -2.681)  0.185
H (-1.059, 1.384, -0.659)  0.370
H (0.108, -1.659, -0.167)  0.189
H (2.526, -0.019, -0.846)  0.222
H (-1.131, 0.234, -1.843)  0.350
H (-0.802, 0.551, 2.769)  0.203

Force components x, y, z for each atom (eV/Å):
0.4 -0.4 -1.8
-0.1 0.3 1.0
0.4 -1.8 1.4
0.8 -0.1 0.1
-0.2 -0.2 0.2
-0.7 -0.2 1.0
0.3 0.3 -0.5
-0.1 0.1 0.0
0.1 1.1 -1.1
0.0 0.1 0.0
0.4 -0.1 0.0
1.0 0.0 0.2
-0.6 0.1 -0.1
0.1 -0.1 0.5
-1.1 0.6 -0.5
-0.1 0.2 -0.3
-0.2 0.0 0.1
-0.3 0.3 -0.3

No. 2
Density functional theory data (the ωB97M-V functional and the def2-TZVPD basis) for an isolated molecule of C6H11N.

## Properties
HOMO ... -0.2962 Ha
Multiplicity ... 1
E_LUMO ... 1.0 eV
F_max ... 0.037 hartree/bohr
DFT total energy ... -289.901869 Ha
Energy above the lowest of the compared OMol25 structures with the same formula, charge and spin ... 1.900 eV
Net charge ... 0

Last column: natural (NBO) charge in e.
CARTESIAN COORDINATES (ANGSTROEM)
N (-0.776, -1.049, 0.660)  -0.818
C (0.306, -0.337, 0.168)  0.109
C (-0.613, 1.687, -1.246)  -0.433
C (1.582, -0.707, 0.862)  -0.193
C (1.733, -1.492, 1.931)  -0.410
C (0.411, 0.759, -0.588)  -0.221
C (-1.997, 1.100, -1.554)  -0.621
H (-1.981, 0.779, -2.609)  0.210
H (-2.166, 0.096, -1.158)  0.196
H (-2.796, 1.816, -1.387)  0.217
H (-1.731, -0.859, 0.431)  0.381
H (2.470, -0.189, 0.546)  0.201
H (1.301, 1.361, -0.412)  0.196
H (2.730, -1.860, 2.160)  0.196
H (-0.683, 2.540, -0.567)  0.210
H (-0.158, 1.985, -2.193)  0.211
H (-0.686, -2.057, 0.585)  0.373
H (0.960, -2.003, 2.495)  0.196

Force components x, y, z for each atom (eV/Å):
-0.6 -1.3 -0.2
1.2 0.5 1.2
0.2 -1.4 0.4
-0.6 -0.1 0.6
0.2 -0.9 -0.5
-1.0 1.6 0.1
0.6 -0.9 -1.2
-0.3 0.7 0.0
-0.3 0.6 0.8
-0.2 -0.3 0.1
0.0 0.8 -0.4
0.2 -0.1 -0.7
0.4 -0.7 -0.4
0.1 0.6 0.4
-0.1 0.2 -0.3
-0.1 0.5 0.2
0.4 0.1 0.3
-0.3 0.2 -0.4

No. 3
Density functional theory data (the ωB97M-V functional and the def2-TZVPD basis) for an isolated molecule of C6H11N.

## Properties
HOMO ... -0.2906 Ha
Multiplicity ... 1
E_LUMO ... 1.1 eV
F_max ... 0.014 hartree/bohr
DFT total energy ... -289.933164 Ha
Energy above the lowest of the compared OMol25 structures with the same formula, charge and spin ... 1.048 eV
Net charge ... 0

Last column: natural (NBO) charge in e.
CARTESIAN COORDINATES (ANGSTROEM)
N (1.899, 0.689, -2.278)  -0.822
C (-1.400, -0.820, 0.578)  -0.168
C (0.594, 0.438, -0.212)  -0.131
C (-0.127, -0.483, 0.708)  -0.203
C (0.580, 1.904, 0.148)  -0.626
C (-2.126, -1.754, 1.497)  -0.641
C (1.225, -0.033, -1.286)  0.007
H (-2.534, -2.576, 0.912)  0.213
H (-0.433, 2.290, 0.243)  0.219
H (-1.482, -2.182, 2.268)  0.209
H (1.094, 2.475, -0.630)  0.198
H (1.134, 2.099, 1.071)  0.211
H (1.150, -1.093, -1.500)  0.189
H (-1.932, -0.526, -0.324)  0.195
H (0.435, -0.804, 1.582)  0.190
H (2.355, 1.536, -1.976)  0.370
H (-2.967, -1.288, 2.018)  0.214
H (2.537, 0.128, -2.819)  0.374

Force components x, y, z for each atom (eV/Å):
0.1 0.1 0.0
0.0 -0.6 0.0
-0.1 0.2 0.1
0.3 0.5 0.0
0.6 -0.1 -0.3
-0.1 -0.1 0.2
-0.2 -0.3 -0.1
-0.1 -0.1 0.0
-0.1 0.0 0.1
0.1 0.1 -0.1
-0.2 0.1 0.1
-0.2 0.0 0.1
0.1 0.0 0.0
0.0 0.2 0.1
-0.1 -0.1 0.1
-0.1 0.0 0.0
0.0 0.1 -0.2
0.0 0.0 0.0

No. 4
Density functional theory data (the ωB97M-V functional and the def2-TZVPD basis) for a structure of composition C6H11N.

## Properties
HOMO ... -0.3530 Ha
Multiplicity ... 1
E_LUMO ... 1.0 eV
F_max ... 0.108 hartree/bohr
DFT total energy ... -289.900082 Ha
Energy above the lowest of the compared OMol25 structures with the same formula, charge and spin ... 1.948 eV
Net charge ... 0

Last column: natural (NBO) charge in e.
CARTESIAN COORDINATES (ANGSTROEM)
N (0.837, -2.233, 0.439)  -0.373
C (0.074, 1.164, 2.477)  -0.607
C (0.064, -1.409, -2.190)  -0.636
C (0.159, 1.168, 0.953)  -0.397
C (-0.449, -0.045, 0.278)  -0.345
C (0.232, -1.256, 0.509)  0.275
C (-0.188, -0.101, -1.629)  -0.303
H (-0.967, 1.105, 2.810)  0.203
H (1.207, 1.241, 0.650)  0.206
H (0.506, 2.078, 2.895)  0.215
H (0.607, 0.312, 2.913)  0.215
H (0.646, 0.577, -1.758)  0.205
H (-0.748, -2.123, -2.198)  0.225
H (-0.351, 2.044, 0.538)  0.206
H (-0.025, -0.851, -3.208)  0.234
H (-1.519, -0.145, 0.492)  0.232
H (-1.139, 0.301, -1.932)  0.204
H (1.053, -1.827, -2.038)  0.241

Force components x, y, z for each atom (eV/Å):
0.1 -0.2 0.5
-0.1 0.0 0.1
-0.1 0.8 -3.1
0.2 0.2 -0.3
-0.1 0.2 -2.6
0.6 -1.1 0.3
-1.1 1.6 5.2
0.1 0.0 0.0
0.0 0.0 0.0
-0.1 -0.1 -0.1
0.0 0.1 -0.1
-0.1 0.2 0.0
0.0 -0.1 0.4
0.1 0.1 0.1
0.7 -2.1 0.3
0.2 0.0 -0.2
-0.1 0.4 -0.3
-0.1 -0.1 0.0

No. 5
Density functional theory data (the ωB97M-V functional and the def2-TZVPD basis) for an isolated molecule of C6H11N.

## Properties
HOMO (spin up / spin down) ... -0.2679 / -0.2680 Ha
Multiplicity ... 1
E_LUMO (spin up / spin down) ... 0.9 / 0.9 eV
F_max ... 0.013 hartree/bohr
DFT total energy ... -289.814354 Ha
Energy above the lowest of the compared OMol25 structures with the same formula, charge and spin ... 4.281 eV
Net charge ... 0

Last column: natural (NBO) charge in e.
CARTESIAN COORDINATES (ANGSTROEM)
N (0.144, -1.562, -1.361)  -0.583
C (1.931, -0.168, 0.924)  -0.601
C (-1.301, 1.380, -0.553)  -0.603
C (-0.529, 0.365, 0.293)  -0.287
C (-1.166, -0.978, 0.263)  -0.492
C (0.970, 0.297, -0.178)  -0.295
C (1.015, -0.715, -1.295)  0.258
H (-1.314, 1.070, -1.605)  0.208
H (-0.749, -2.039, -1.293)  0.480
H (1.614, -1.134, 1.333)  0.209
H (-0.846, 2.376, -0.502)  0.207
H (-2.338, 1.464, -0.213)  0.211
H (1.952, 0.563, 1.738)  0.213
H (2.948, -0.281, 0.537)  0.224
H (-0.920, -1.656, 1.083)  0.195
H (-0.470, 0.724, 1.332)  0.231
H (-2.234, -0.986, 0.033)  0.198
H (1.295, 1.281, -0.535)  0.225

Force components x, y, z for each atom (eV/Å):
0.4 0.4 0.1
0.0 0.0 0.1
0.0 0.0 0.0
0.0 0.0 0.0
0.0 0.1 0.2
0.1 0.1 0.1
-0.5 -0.4 0.1
0.0 0.0 0.1
0.0 0.0 0.0
0.0 0.1 -0.1
0.0 -0.1 0.0
0.1 0.0 -0.1
0.0 -0.1 -0.1
-0.2 0.0 0.0
0.0 0.1 -0.2
0.0 -0.1 -0.1
0.2 0.0 -0.1
-0.1 -0.1 0.0

No. 6
Density functional theory data (the ωB97M-V functional and the def2-TZVPD basis) for an isolated molecule of C6H11N.

## Properties
HOMO ... -0.2692 Ha
Multiplicity ... 1
E_LUMO ... 1.0 eV
F_max ... 0.032 hartree/bohr
DFT total energy ... -289.916226 Ha
Energy above the lowest of the compared OMol25 structures with the same formula, charge and spin ... 1.509 eV
Net charge ... 0

Last column: natural (NBO) charge in e.
CARTESIAN COORDINATES (ANGSTROEM)
N (0.163, -0.858, 1.579)  -0.845
C (-0.172, -0.125, 0.427)  0.113
C (-2.436, 0.410, 1.238)  -0.401
C (2.159, -0.008, -0.258)  -0.648
C (-1.624, 0.050, 0.243)  -0.207
C (0.252, 0.315, -1.993)  -0.628
C (0.707, 0.086, -0.571)  -0.045
H (2.848, 0.385, -1.004)  0.219
H (1.040, -0.680, 2.031)  0.385
H (-3.499, 0.392, 1.044)  0.201
H (-0.645, -0.277, -2.172)  0.210
H (-0.079, 1.343, -2.180)  0.213
H (1.077, 0.111, -2.666)  0.217
H (-2.020, 0.720, 2.187)  0.198
H (-2.094, -0.152, -0.713)  0.204
H (2.399, 0.570, 0.649)  0.206
H (2.510, -0.998, 0.071)  0.216
H (-0.586, -1.284, 2.088)  0.393

Force components x, y, z for each atom (eV/Å):
0.4 0.8 -0.1
-0.4 -1.4 -0.9
0.2 -0.2 -0.6
0.9 0.0 1.1
-0.2 0.0 0.5
-0.4 1.0 0.8
-0.2 0.2 0.1
-0.2 -0.2 -0.3
-0.1 -0.1 0.2
-0.1 0.3 0.3
0.3 -0.3 -0.4
0.2 0.1 0.0
-0.1 -0.3 -0.3
-0.3 -0.1 0.2
0.3 -0.1 -0.2
-0.2 0.2 -0.2
-0.2 -0.2 -0.5
0.0 0.3 0.3

No. 7
Density functional theory data (the ωB97M-V functional and the def2-TZVPD basis) for an isolated molecule of C6H11N.

## Properties
HOMO ... -0.3184 Ha
Multiplicity ... 1
E_LUMO ... 1.1 eV
F_max ... 0.059 hartree/bohr
DFT total energy ... -289.880945 Ha
Energy above the lowest of the compared OMol25 structures with the same formula, charge and spin ... 2.469 eV
Net charge ... 0

Last column: natural (NBO) charge in e.
CARTESIAN COORDINATES (ANGSTROEM)
N (0.223, 0.712, 0.258)  -0.644
C (1.045, -1.386, 1.105)  -0.193
C (-0.932, 1.411, -0.267)  -0.263
C (0.015, -0.551, 0.923)  -0.028
C (-1.122, 1.135, -1.765)  -0.207
C (0.913, -2.579, 1.994)  -0.648
C (-0.113, 1.488, -2.550)  -0.368
H (-1.862, 1.043, 0.212)  0.169
H (1.561, -2.612, 2.871)  0.216
H (-0.781, -0.539, 1.662)  0.162
H (1.870, -1.391, 0.401)  0.206
H (0.873, 1.804, -2.239)  0.194
H (0.691, 1.278, 0.952)  0.372
H (-0.097, -2.532, 2.444)  0.205
H (-1.999, 0.763, -2.277)  0.209
H (-1.028, 2.460, -0.004)  0.213
H (0.861, -3.564, 1.525)  0.220
H (-0.117, 1.279, -3.621)  0.186

Force components x, y, z for each atom (eV/Å):
0.3 0.1 0.3
-0.8 -1.0 -1.1
-2.5 -1.7 -0.1
1.5 1.3 0.9
1.5 1.5 0.0
-1.6 -0.1 1.1
0.4 -0.9 -1.2
0.2 -0.2 0.1
0.4 0.0 -0.3
-0.6 -0.5 -0.3
0.2 0.5 0.2
-0.2 0.3 0.6
0.2 0.2 -0.2
0.3 0.1 0.0
-0.4 -0.1 0.7
0.9 0.3 -0.3
0.7 0.2 -0.4
-0.4 0.1 0.1

No. 8
Density functional theory data (the ωB97M-V functional and the def2-TZVPD basis) for an isolated molecule of C6H11N.

## Properties
HOMO ... -0.2580 Ha
Multiplicity ... 1
E_LUMO ... 0.9 eV
F_max ... 0.071 hartree/bohr
DFT total energy ... -289.890084 Ha
Energy above the lowest of the compared OMol25 structures with the same formula, charge and spin ... 2.220 eV
Net charge ... 0

Last column: natural (NBO) charge in e.
CARTESIAN COORDINATES (ANGSTROEM)
N (0.414, -2.150, -0.028)  -0.825
C (-0.522, 1.434, -0.203)  -0.177
C (-1.613, 2.134, 0.166)  -0.445
C (0.811, -0.554, -1.804)  -0.656
C (0.491, -0.826, -0.362)  0.219
C (0.186, 0.096, 1.894)  -0.629
C (-0.060, 0.196, 0.396)  -0.139
H (1.034, -1.507, -2.314)  0.203
H (0.618, -2.485, 0.891)  0.388
H (0.339, -2.846, -0.750)  0.390
H (1.758, -0.012, -1.829)  0.226
H (-1.975, 1.964, 1.174)  0.190
H (-0.007, 1.737, -1.114)  0.194
H (0.801, -0.761, 2.149)  0.198
H (-2.188, 2.612, -0.620)  0.208
H (0.080, -0.050, -2.423)  0.232
H (-0.753, -0.012, 2.485)  0.202
H (0.588, 1.031, 2.293)  0.222

Force components x, y, z for each atom (eV/Å):
0.8 -0.7 0.4
-0.1 0.3 -0.7
0.9 -1.0 0.0
0.8 -1.3 -0.6
-2.8 2.2 -0.8
-2.3 0.1 0.5
2.8 -0.9 1.1
-0.1 0.3 0.1
-0.2 0.0 0.3
0.4 0.2 0.0
-0.1 0.2 -0.2
-0.7 0.0 -0.3
-0.5 -0.3 -0.3
0.3 0.1 0.1
0.2 0.9 0.6
-0.2 0.2 0.2
0.3 -0.1 -0.3
0.4 -0.2 -0.2

No. 9
Density functional theory data (the ωB97M-V functional and the def2-TZVPD basis) for an isolated molecule of C6H11N.

## Properties
HOMO ... -0.2584 Ha
Multiplicity ... 1
E_LUMO ... 1.0 eV
F_max ... 0.039 hartree/bohr
DFT total energy ... -289.908293 Ha
Energy above the lowest of the compared OMol25 structures with the same formula, charge and spin ... 1.725 eV
Net charge ... 0

Last column: natural (NBO) charge in e.
CARTESIAN COORDINATES (ANGSTROEM)
N (1.309, 2.615, 0.035)  -0.822
C (-1.478, -2.652, 1.084)  -0.642
C (0.309, 0.443, -0.244)  -0.132
C (0.138, -0.884, 0.277)  -0.189
C (1.025, 1.342, 0.485)  0.027
C (-0.816, -1.799, 0.003)  -0.212
C (-0.294, 0.778, -1.578)  -0.644
H (-1.379, 0.797, -1.668)  0.224
H (1.454, 1.011, 1.420)  0.200
H (-1.465, -2.192, 2.077)  0.211
H (0.184, 0.088, -2.291)  0.221
H (0.882, 3.090, -0.741)  0.383
H (-0.982, -3.619, 1.140)  0.213
H (-2.526, -2.712, 0.774)  0.218
H (0.128, 1.704, -1.974)  0.200
H (-1.176, -1.855, -1.023)  0.188
H (0.702, -1.083, 1.195)  0.180
H (1.458, 3.367, 0.696)  0.376

Force components x, y, z for each atom (eV/Å):
0.7 1.7 0.8
0.6 0.2 -1.0
0.7 0.6 -0.3
-0.8 -0.8 1.5
-1.0 -0.7 -1.5
0.5 0.7 0.1
1.5 0.1 -0.7
0.1 -0.2 0.1
0.2 0.3 0.1
0.2 0.1 -0.3
-0.8 -0.3 0.0
-0.4 -1.0 -0.4
-0.5 -0.4 0.1
0.1 -0.5 0.2
-0.4 0.3 0.3
-0.6 0.2 0.3
-0.4 0.4 0.3
0.2 -0.7 0.5

No. 10
Density functional theory data (the ωB97M-V functional and the def2-TZVPD basis) for an isolated molecule of C6H11N.

## Properties
HOMO ... -0.2694 Ha
Multiplicity ... 1
E_LUMO ... 1.1 eV
F_max ... 0.126 hartree/bohr
DFT total energy ... -289.872207 Ha
Energy above the lowest of the compared OMol25 structures with the same formula, charge and spin ... 2.707 eV
Net charge ... 0

Last column: natural (NBO) charge in e.
CARTESIAN COORDINATES (ANGSTROEM)
N (-1.170, -2.015, -0.266)  -0.616
C (-2.448, -2.430, 0.312)  -0.417
C (0.506, -0.481, -0.405)  -0.313
C (0.974, 2.054, -0.267)  -0.186
C (1.287, 0.642, -0.122)  -0.203
C (1.862, 3.083, 0.398)  -0.657
C (-0.668, -0.787, 0.164)  0.009
H (2.293, 0.400, 0.114)  0.183
H (0.982, -1.259, -1.022)  0.201
H (0.022, 2.339, -0.634)  0.190
H (2.302, 2.544, 1.206)  0.218
H (-2.433, -3.506, 0.359)  0.211
H (-1.155, -2.176, -1.289)  0.377
H (-1.106, -0.288, 1.017)  0.202
H (-3.313, -1.811, -0.120)  0.177
H (2.721, 3.431, -0.280)  0.213
H (1.262, 3.983, 0.741)  0.218
H (-2.469, -2.040, 1.284)  0.191

Force components x, y, z for each atom (eV/Å):
-1.7 -0.5 -0.3
0.0 1.7 -1.3
-0.8 -0.7 -0.2
1.6 -4.8 1.5
-0.4 6.4 -0.8
0.1 0.9 -1.5
1.3 -1.2 -1.5
1.1 0.1 0.5
-0.3 0.3 0.2
-0.8 0.1 -0.4
0.5 0.3 0.9
-1.0 -0.2 -0.3
0.2 0.4 1.2
-0.2 0.2 -0.2
0.6 -1.7 -0.1
-1.3 -0.3 0.8
0.9 -1.1 -0.3
0.2 0.1 1.8